Entry from OMol25: C23H29Br2CdNO5 as an isolated structure at a distorted geometry (ωB97M-V/def2-TZVPD).

Geometry as XYZ:
```
61
C23H29Br2CdNO5 ωB97M-V/def2-TZVPD
Cd 0.148 2.100 -0.837
C 1.014 -5.615 0.648
C 1.504 -4.885 -0.611
C 1.010 -5.617 -1.867
C 3.034 -4.912 -0.615
C 0.949 -3.469 -0.622
C 1.743 -2.339 -0.624
C 1.148 -1.095 -0.702
Br 2.331 0.465 -0.659
C -0.232 -0.854 -0.832
O -0.733 0.320 -1.066
C -1.040 -2.024 -0.711
C -0.428 -3.260 -0.632
C -2.569 -1.999 -0.680
C -3.189 -0.601 -0.653
C -3.093 -2.726 -1.927
C -3.045 -2.719 0.593
H 1.405 -6.630 0.671
H -0.071 -5.666 0.677
H 1.357 -5.091 1.538
H 1.407 -6.630 -1.897
H 1.342 -5.089 -2.759
H -0.075 -5.675 -1.889
H 3.377 -5.944 -0.613
H 3.436 -4.423 0.268
H 3.429 -4.428 -1.504
H 2.816 -2.395 -0.579
H -1.067 -4.126 -0.587
H -2.965 -0.053 -1.564
H -2.822 -0.025 0.195
H -4.271 -0.690 -0.564
H -2.736 -2.230 -2.826
H -4.180 -2.718 -1.938
H -2.761 -3.760 -1.955
H -2.650 -2.219 1.475
H -2.730 -3.757 0.621
H -4.131 -2.699 0.645
N 1.030 0.881 3.611
C 0.578 2.270 3.678
C -0.009 2.637 2.312
O -0.275 3.739 1.931
O -0.227 1.549 1.565
H 0.836 0.365 4.460
H 2.028 0.834 3.437
H 0.144 0.786 2.103
H 1.360 2.988 3.935
H -0.225 2.379 4.411
Br 2.812 5.504 1.046
C 1.514 6.535 0.143
C 1.524 7.904 0.376
C 0.568 8.707 -0.216
C -0.375 8.155 -1.072
C -0.374 6.795 -1.311
C 0.561 5.965 -0.695
C 0.448 4.497 -0.892
O -0.603 4.029 -1.391
O 1.383 3.741 -0.540
H 2.280 8.326 1.024
H 0.569 9.768 -0.019
H -1.112 8.784 -1.546
H -1.097 6.341 -1.971
```

Output
**F_max**: 1.6 eV Å⁻¹
**Net charge**: 0
**HOMO level**: -7.6 eV
**Electronic energy**: -180700.2976 eV
**HOMO-LUMO gap**: 0.2880 Ha